This record from the Open Molecules 2025 dataset describes a structure of composition C25H28Cl5O2Tb at a distorted geometry. The level of theory is wB97M-V/def2-TZVPD.

Output
Charge: 0
F_max in Eh/bohr: 0.105
Highest occupied orbital energy (alpha / beta) in eV: -7.060 / -7.077
2S+1: 7
LUMO energy (alpha / beta) in eV: -0.096 / -0.080
Energy relative to the best compared isomer or geometry (same formula, charge and spin) in kJ/mol: 193.48
Total energy in eV: -115516.08533

Last column: Löwdin charge in e.
Atoms and positions in Å:
O  -0.16686  -1.99925  -1.17000  -0.311
C  1.15972  -2.69264  -0.64862  -0.073
C  1.40734  -3.45572  -1.91100  -0.086
H  0.89210  -3.32761  0.22966  0.141
H  1.92549  -1.95541  -0.34508  0.109
C  -0.06056  -3.15644  -2.20192  -0.491
H  1.74940  -4.45980  -1.87500  0.122
H  2.04520  -2.89174  -2.59484  0.123
C  -1.01254  -4.33207  -1.95824  -0.023
H  -0.83069  -4.88877  -1.03458  0.098
H  -0.97068  -5.07136  -2.77300  0.106
H  -2.04792  -4.00075  -1.98317  0.075
C  -0.12481  -2.74793  -3.64657  -0.018
H  0.61004  -1.99061  -3.86601  0.090
H  -1.12404  -2.45034  -3.91619  0.082
H  0.11981  -3.59741  -4.29699  0.110
Tb  -1.24765  -0.21573  -0.08238  1.571
C  -2.95426  2.92714  -0.24452  -0.180
C  -1.70509  3.26385  0.33881  -0.158
C  -0.67076  2.67840  -0.44534  -0.228
H  -1.55986  3.91888  1.19677  0.101
C  -1.28372  2.00997  -1.56225  -0.318
C  -2.70642  2.12395  -1.38994  -0.208
H  -3.45099  1.80252  -2.10867  0.083
H  -3.92743  3.30177  0.06279  0.066
H  0.40038  2.81307  -0.31097  0.072
H  -0.80634  1.69586  -2.49302  0.083
C  -3.60779  -0.69812  0.63737  -0.190
C  -3.63848  -0.71055  -0.78600  -0.183
C  -2.77009  -1.72181  -1.24340  -0.219
H  -4.20088  -0.02366  -1.40543  0.100
C  -2.25302  -2.40295  -0.07630  -0.258
C  -2.74274  -1.74643  1.07900  -0.207
H  -2.48968  -1.99970  2.10291  0.118
H  -4.17066  -0.00319  1.26581  0.079
H  -2.58679  -1.98348  -2.27584  0.097
H  -1.71048  -3.32474  -0.08369  0.078
O  4.81304  0.71424  0.88197  -0.152
C  3.58793  1.05121  0.18191  -0.217
C  3.92142  2.24493  -0.75563  -0.183
H  2.69810  1.22778  0.82684  0.071
H  3.26787  0.17535  -0.42388  0.097
C  5.35910  2.70646  -0.33345  -0.160
H  3.14842  3.01289  -0.73229  0.095
H  3.95615  1.91890  -1.81009  0.105
C  5.88327  1.26817  0.00063  -0.165
H  5.27810  3.44011  0.51927  0.119
H  5.91372  3.33051  -1.09713  0.118
H  6.87390  1.34135  0.49710  0.122
H  5.91865  0.71914  -0.95078  0.113
Cl  -4.04977  2.36512  2.56026  0.715
C  -2.53889  1.94289  3.28423  -0.708
C  -1.67880  1.13627  2.58107  -0.220
C  -0.44966  0.84711  3.08576  -0.661
Cl  0.60824  -0.07315  1.98910  0.644
C  -0.08007  1.23082  4.40590  -0.701
Cl  1.35327  0.62834  5.12134  0.677
C  -0.98944  2.01144  5.15834  -0.723
Cl  -0.68588  2.37280  6.79019  0.687
C  -2.22575  2.39503  4.58518  -0.717
Cl  -3.37119  3.30510  5.45000  0.689

Atomic forces in eV per Å
4.48 -2.73 -1.17
-0.13 1.11 1.65
-0.56 1.57 0.43
0.00 0.56 -0.67
-0.59 -0.15 -0.11
-0.05 -1.06 -1.53
-0.03 -0.92 0.33
-0.03 -0.09 0.13
-0.29 -0.16 -0.09
0.03 0.22 -0.02
0.54 0.39 0.10
0.02 -0.02 0.18
-0.70 0.24 -0.21
-0.04 0.55 -0.08
-0.36 0.45 -0.33
0.02 -0.05 0.42
0.48 4.55 0.56
0.71 -0.24 -0.74
0.16 -0.47 -0.80
-0.38 0.12 -0.20
-0.02 -0.38 -0.14
-0.32 -0.36 0.41
0.54 0.75 0.31
0.14 0.09 0.08
0.33 -0.28 -0.04
-0.20 0.07 0.01
0.01 0.03 0.29
-0.49 -0.15 -0.33
-0.41 -0.35 0.79
-0.81 -1.01 1.00
0.15 -0.21 0.19
-2.45 -0.44 0.33
-0.98 -0.76 -0.77
-0.11 0.10 -0.14
0.51 -0.26 -0.26
-0.01 0.10 0.09
0.19 0.24 0.33
0.69 0.91 -1.40
-0.07 -0.26 -0.56
0.13 0.40 -0.46
1.18 0.19 0.21
0.32 0.21 0.06
-0.95 0.31 -0.04
0.12 0.12 0.24
0.05 -0.04 0.40
-0.51 1.64 1.05
0.25 -1.29 -0.30
-0.56 -1.28 0.39
-0.84 -0.72 0.01
0.20 -0.16 0.35
-0.53 0.06 0.45
0.71 -0.08 1.14
0.39 -0.80 -2.00
-1.07 1.11 1.85
1.05 -0.43 0.72
-0.58 -0.18 -0.83
0.44 0.01 0.14
-0.32 -0.61 -1.31
0.30 0.18 0.51
0.45 -0.75 -1.13
-0.16 0.37 0.49



This record from the Open Molecules 2025 dataset describes an isolated molecule of C25H28ClNO5. The level of theory is wB97M-V/def2-TZVPD.

Output
Charge: 0
F_max in Eh/bohr: 0.014
Structure (SMILES): CCOC(=O)C1=C(Nc2ccccc2)C[C@@](C)(O)[C@@H](C(=O)OCC)[C@@H]1c1ccc(Cl)cc1
Highest occupied orbital energy in eV: -7.863
LUMO energy in eV: 0.643
Total energy in eV: -50631.09684

Last column: Löwdin charge in e.
Atoms and positions in Å:
C  2.92598  2.75999  -2.61274  -0.054
C  2.07142  1.64840  -3.20673  -0.206
H  1.22026  2.07236  -3.75018  0.120
H  2.66142  1.01548  -3.87324  0.125
O  1.59106  0.77322  -2.19310  -0.013
C  0.46221  1.13501  -1.55269  -0.430
O  -0.17649  2.12853  -1.88624  0.069
C  0.11947  0.23506  -0.46960  -0.061
C  -1.06317  0.35424  0.21398  -0.132
N  -1.92216  1.35301  -0.09120  0.129
C  -3.18630  1.68388  0.38094  -0.225
C  -3.53200  3.03871  0.33942  -0.020
C  -4.77137  3.46658  0.76721  -0.087
C  -5.70029  2.55202  1.23868  -0.100
C  -5.37853  1.20680  1.25414  -0.084
C  -4.13808  0.76740  0.82565  -0.028
H  -3.93526  -0.28951  0.81043  0.100
H  -6.10359  0.48274  1.59559  0.104
H  -6.66957  2.88470  1.57697  0.099
H  -5.01589  4.51786  0.73260  0.103
H  -2.80952  3.74954  -0.03477  0.116
H  -1.53111  2.00532  -0.77954  0.111
C  -1.43161  -0.59014  1.31428  -0.035
H  -2.09457  -1.36164  0.91659  0.129
C  -0.24819  -1.31861  1.95240  -0.494
O  -0.82533  -2.40186  2.66505  0.017
H  -0.12335  -2.94497  3.04172  0.113
C  0.50087  -0.40045  2.92061  0.020
H  1.41095  -0.87611  3.28108  0.098
H  0.76548  0.53346  2.43868  0.076
H  -0.14151  -0.18980  3.77321  0.096
C  0.69881  -1.86745  0.86302  -0.095
C  0.03497  -3.03936  0.15423  -0.459
O  0.33180  -4.18775  0.36140  0.127
O  -0.89356  -2.64842  -0.71438  0.003
C  -1.55715  -3.66796  -1.46417  -0.199
C  -0.73805  -4.07910  -2.67861  -0.056
H  -0.51682  -3.20945  -3.29301  0.078
H  -1.29683  -4.79922  -3.26922  0.078
H  0.19576  -4.53540  -2.35931  0.076
H  -2.50915  -3.22482  -1.76376  0.126
H  -1.73202  -4.53028  -0.81264  0.126
H  1.57736  -2.29124  1.36341  0.155
C  1.16382  -0.80325  -0.14835  -0.157
C  2.46996  -0.17596  0.30507  -0.181
C  3.62576  -0.94963  0.28700  -0.020
C  4.84449  -0.43099  0.68137  -0.095
C  4.91579  0.88853  1.09756  -0.679
C  3.78146  1.68135  1.11706  -0.094
C  2.56868  1.14470  0.72207  -0.041
H  1.69426  1.77871  0.72420  0.123
H  3.84659  2.71055  1.43385  0.108
Cl  6.43657  1.55367  1.58618  0.665
H  5.73442  -1.04025  0.65961  0.105
H  3.57539  -1.97493  -0.05033  0.125
H  1.39682  -1.33091  -1.08261  0.158
H  -1.97560  -0.05532  2.09512  0.138
H  3.73139  2.33438  -2.01829  0.073
H  2.31577  3.39459  -1.97488  0.077
H  3.34806  3.36397  -3.41081  0.077

Atomic forces in eV per Å
-0.24 -0.35 0.01
0.11 0.51 -0.39
0.18 -0.14 0.02
-0.11 0.05 0.07
-0.24 -0.21 0.21
-0.27 0.17 -0.10
0.16 0.05 -0.11
0.11 -0.27 0.12
0.21 0.00 -0.10
0.36 0.33 -0.50
-0.54 0.11 0.30
0.08 -0.12 0.02
-0.06 -0.02 -0.02
-0.10 0.01 0.03
-0.06 0.06 0.06
0.15 -0.02 -0.09
0.05 -0.10 0.00
-0.05 -0.06 0.03
-0.08 0.02 0.03
0.00 0.09 -0.01
0.10 0.08 0.00
-0.07 -0.21 0.13
0.07 -0.27 0.22
-0.04 0.11 0.03
0.29 0.36 -0.14
-0.19 -0.11 0.06
0.01 0.00 -0.02
-0.24 -0.19 -0.16
0.13 -0.02 0.02
0.09 0.14 0.00
-0.08 0.02 0.04
-0.29 -0.15 -0.05
0.46 -0.02 0.48
-0.01 -0.13 -0.09
-0.11 0.33 -0.14
-0.13 -0.53 -0.26
-0.06 0.20 0.36
0.01 0.05 -0.10
-0.05 -0.08 -0.09
0.06 -0.06 -0.02
0.10 -0.05 0.08
-0.05 0.18 -0.09
-0.17 0.00 -0.09
-0.04 0.01 0.03
0.19 0.01 0.06
-0.08 0.14 0.04
0.09 0.06 0.03
-0.19 -0.06 -0.06
0.12 -0.02 0.04
0.10 -0.13 -0.04
-0.10 0.05 0.01
0.04 0.09 0.04
0.19 0.08 0.06
0.10 -0.03 0.01
-0.01 -0.15 -0.05
0.01 0.02 0.14
-0.02 -0.02 -0.01
0.11 0.00 0.03
-0.02 0.09 0.04
0.07 0.09 -0.08



This record from the Open Molecules 2025 dataset describes a structure of composition C25H28CsN6O2S2Si at a distorted geometry. The level of theory is wB97M-V/def2-TZVPD.

Output
Charge: -1
F_max in Eh/bohr: 0.028
Highest occupied orbital energy in eV: -4.217
LUMO energy in eV: 1.655
Energy relative to the best compared isomer or geometry (same formula, charge and spin) in kJ/mol: 0.00
Total energy in eV: -69515.15845

Last column: Löwdin charge in e.
Atoms and positions in Å:
Cs  0.47210  0.70564  -0.06597  1.139
C  2.78578  3.81390  -0.26700  -0.054
C  1.39569  4.39891  -0.24557  -0.391
C  1.19714  5.76640  -0.30500  -0.088
C  -0.13140  6.20745  -0.28801  -0.112
C  -1.15849  5.31229  -0.21478  -0.060
C  -0.90246  3.89896  -0.14811  -0.499
N  0.40974  3.50691  -0.17013  -0.075
N  -1.83570  2.96284  -0.06862  -0.102
Si  -3.50945  3.20287  0.01470  0.339
C  -4.27065  4.02765  -1.51108  -0.185
C  -4.08330  4.17611  1.53325  -0.183
C  -4.34893  1.52238  0.14608  -0.185
H  3.54837  4.58927  -0.33170  0.066
H  2.90944  3.14126  -1.11762  0.074
H  2.97239  3.22440  0.63271  0.072
H  2.03335  6.44895  -0.36440  0.086
H  -0.34752  7.27030  -0.33543  0.095
H  -2.17872  5.66650  -0.20503  0.068
H  -3.91921  5.04800  -1.65659  0.009
H  -5.35988  4.05576  -1.43425  0.017
H  -4.01162  3.46194  -2.40689  0.019
H  -3.63981  5.16901  1.58894  0.010
H  -3.80583  3.64343  2.44362  0.020
H  -5.16974  4.28926  1.52884  0.017
H  -4.26281  0.96150  -0.78386  0.010
H  -5.40940  1.62751  0.37452  0.022
H  -3.88449  0.93101  0.93422  0.012
O  5.31182  -3.78382  -0.06678  0.026
C  5.74612  -2.52957  0.12789  -0.283
C  7.11995  -2.34780  0.29669  -0.033
C  7.64159  -1.08654  0.49931  -0.109
C  6.80549  0.02323  0.53982  -0.109
C  5.44485  -0.15782  0.37486  -0.036
C  4.88623  -1.41643  0.16710  -0.071
C  3.39100  -1.50024  -0.00099  -0.491
O  2.72217  -0.44616  0.02644  -0.400
N  2.91313  -2.73274  -0.16821  -0.034
N  1.54377  -2.75601  -0.40712  -0.056
C  1.06706  -3.92845  -0.40506  -0.914
S  2.02408  -5.39288  -0.13835  0.916
C  0.62500  -6.53593  -0.24378  -0.553
C  -0.41524  -5.93499  -1.17614  -0.547
S  -0.66227  -4.21823  -0.67886  0.902
H  4.32014  -3.72172  -0.16426  0.036
H  7.75604  -3.22231  0.26403  0.108
H  8.71053  -0.96771  0.62751  0.093
H  7.21030  1.01365  0.69746  0.090
H  4.75946  0.67924  0.39655  0.104
H  0.19097  -6.70203  0.74374  0.069
H  0.99827  -7.48630  -0.62566  0.069
H  -1.37073  -6.45286  -1.09346  0.072
H  -0.07596  -5.98439  -2.21218  0.075
N  -6.26255  -4.86597  0.43403  0.155
C  -5.40064  -4.10728  0.44146  -0.175
C  -4.31532  -3.16070  0.44650  -0.229
C  -3.58106  -2.94346  1.60537  -0.012
C  -2.53588  -2.03591  1.54259  -0.137
N  -2.21369  -1.36115  0.44608  0.048
C  -2.93219  -1.57161  -0.64875  -0.175
C  -3.99059  -2.46368  -0.71065  -0.013
H  -3.80933  -3.46759  2.52163  0.118
H  -1.92261  -1.85434  2.41730  0.117
H  -2.65380  -0.99866  -1.52513  0.118
H  -4.54070  -2.61128  -1.62776  0.121

Atomic forces in eV per Å
-1.41 -0.21 -0.03
0.05 0.03 0.01
0.06 0.04 -0.01
0.03 -0.08 0.00
0.07 0.14 -0.01
-0.03 0.00 0.01
0.13 0.20 -0.02
-0.03 0.53 -0.02
-0.13 -0.10 -0.01
0.12 -0.04 -0.02
-0.01 -0.04 0.10
-0.04 -0.06 -0.08
0.05 0.09 0.02
0.01 0.03 0.00
-0.02 -0.01 -0.03
-0.02 0.00 0.03
-0.01 0.03 0.00
-0.02 0.00 0.00
-0.09 0.00 0.00
0.04 0.09 0.00
-0.07 0.00 0.00
0.02 -0.05 -0.06
0.04 0.09 -0.02
0.03 -0.05 0.06
-0.07 0.02 0.02
0.03 -0.03 -0.11
-0.13 0.01 0.02
0.03 -0.06 0.08
-0.16 -0.08 -0.03
-0.03 0.05 0.01
0.00 0.00 -0.01
0.06 0.02 0.02
-0.01 0.02 0.00
-0.07 0.00 -0.03
-0.02 -0.12 0.04
0.16 0.01 -0.04
1.19 -0.46 0.07
-0.12 -0.02 -0.05
0.28 -0.19 0.10
-0.23 0.17 -0.05
0.17 -0.08 0.03
-0.14 -0.01 0.01
0.03 -0.13 -0.04
0.09 0.02 -0.01
0.00 0.04 0.02
0.01 -0.03 -0.01
0.03 0.01 0.00
0.02 0.03 0.01
0.01 0.02 0.01
0.06 0.04 0.00
0.01 0.00 -0.02
-0.02 0.02 0.01
0.00 0.05 0.03
-0.04 -0.04 0.00
0.02 0.02 0.00
-0.04 -0.03 -0.03
0.04 0.07 -0.06
0.00 -0.08 0.08
0.10 0.08 0.03
-0.07 0.00 -0.09
0.08 0.02 0.09
-0.01 -0.02 0.00
0.00 0.02 0.01
0.02 0.00 -0.02
-0.03 -0.01 -0.01



Which value of charge does entry 2 give? 0